# C18H28N6O3S2

The molecule C18H28N6O3S2 (ωB97M-V/def2-TZVPD, the Open Molecules 2025 dataset).

XYZ file:
```
57
Properties=species:S:1:pos:R:3
C 4.0911 3.1979 1.3412
H 4.9803 3.6698 0.9301
C 3.6839 2.0061 0.4837
C 2.5480 1.1876 1.0953
H 2.8319 0.8552 2.0958
H 2.3829 0.3014 0.4776
C 1.2470 1.9864 1.1993
N 0.1475 1.1504 1.6596
C -0.5805 0.3788 0.7904
N -0.3290 0.4958 -0.5368
H 0.5933 0.7227 -0.8734
H -0.8651 -0.1301 -1.1177
C -1.5865 -0.4460 1.2530
C -1.9151 -0.4966 2.6505
O -2.7666 -1.1829 3.1787
N -1.1267 0.3558 3.4298
C -0.0967 1.1539 3.0262
O 0.5550 1.8201 3.7968
H -1.3185 0.3517 4.4254
N -2.3162 -1.2716 0.3527
C -1.8221 -2.4207 -0.1831
O -2.4773 -3.1153 -0.9351
C -0.3887 -2.8009 0.1703
C 0.4622 -2.8724 -1.1003
C 1.9255 -3.0766 -0.7500
H 2.1081 -4.0699 -0.3419
H 2.2734 -2.3225 -0.0443
S 3.0189 -2.9679 -2.2093
C 2.9154 -1.2828 -2.5416
N 2.1947 -0.4281 -1.8862
N 2.2861 0.8118 -2.3548
C 3.0694 0.9305 -3.3613
S 3.8162 -0.5560 -3.8649
H 3.2549 1.8599 -3.8589
H 0.3627 -1.9411 -1.6599
H 0.1014 -3.6851 -1.7318
H -0.4323 -3.7891 0.6329
H 0.0473 -2.1060 0.8861
C -3.7536 -1.0432 0.2610
H -4.1226 -0.8144 1.2630
H -4.1913 -1.9899 -0.0649
C -4.1879 0.0577 -0.7172
C -3.7020 -0.2249 -2.1369
H -2.6319 -0.0489 -2.2262
H -3.9008 -1.2585 -2.4069
H -4.2070 0.4269 -2.8462
C -3.7696 1.4537 -0.2596
H -2.6941 1.5870 -0.3344
H -4.0696 1.6230 0.7721
H -4.2471 2.2074 -0.8823
H -5.2833 0.0195 -0.7204
H 1.3615 2.7718 1.9482
H 0.9828 2.4396 0.2425
H 3.3816 2.3505 -0.5080
H 4.5473 1.3489 0.3560
H 3.3007 3.9420 1.3792
H 4.3109 2.8774 2.3566
```

Output
- Charge: 0
- Structure (SMILES): CCCCn1c(N)c(N(CC(C)C)C(=O)CCCSc2nncs2)c(=O)[nH]c1=O



# C18H28NO

An isolated ion of composition C18H28NO and charge +1 (ωB97M-V/def2-TZVPD, the Open Molecules 2025 dataset).

XYZ file:
```
48
Properties=species:S:1:pos:R:3
C 0.8335 -5.0861 2.5868
H 1.7243 -5.6555 2.8338
C 1.1587 -3.5975 2.5962
H 1.6303 -3.3463 3.5463
H 1.8755 -3.3736 1.8050
C -0.0772 -2.7055 2.4353
C -0.7049 -2.8525 1.0550
N -1.8769 -1.9484 0.9069
H -2.5562 -2.1660 1.6457
H -1.5558 -0.9805 1.0489
C -2.5335 -2.0313 -0.4371
C -1.6736 -1.4325 -1.4352
C -0.9459 -0.9419 -2.2544
C -0.1046 -0.1494 -3.1342
H -0.5372 -0.1448 -4.1400
O -0.0898 1.1964 -2.7270
C 0.4632 1.5270 -1.5118
C 1.1032 0.6182 -0.6806
C 1.6456 1.0220 0.5339
C 1.5091 2.3469 0.9160
C 0.8693 3.2525 0.0880
C 0.3463 2.8733 -1.1370
C -0.3665 3.8344 -2.0568
C 0.1369 5.2706 -1.9373
H 1.2214 5.3058 -2.0060
H -0.2773 5.8697 -2.7443
H -0.1712 5.7212 -0.9971
H -0.1949 3.4929 -3.0821
C -1.8730 3.7708 -1.7811
H -2.4032 4.4472 -2.4462
H -2.2485 2.7626 -1.9434
H -2.0817 4.0619 -0.7534
H 0.7870 4.2793 0.4040
H 1.9190 2.6758 1.8588
C 2.3930 0.0540 1.4022
H 2.0481 0.1056 2.4341
H 2.2958 -0.9669 1.0393
H 3.4519 0.3085 1.4043
H 1.2179 -0.4147 -0.9784
H 0.9068 -0.5780 -3.1863
H -2.7293 -3.0810 -0.6717
H -3.4839 -1.4909 -0.4036
H -1.0439 -3.8775 0.8978
H 0.0155 -2.5969 0.2757
H 0.2187 -1.6657 2.5888
H -0.8045 -2.9738 3.2051
H 0.0715 -5.3194 3.3265
H 0.4910 -5.4198 1.6105
```

Output
- Charge: +1
- Structure (SMILES): CCCC[NH2+]CC#CCOc1cc(C)ccc1C(C)C



We obtain relative energy (zero: lowest compared OMol25 entry of this formula, charge and spin) values of 3.5 0.8 kcal/mol for the records listed above, in that order.
We obtain max |F| values of 1.474 0.892 eV/Å for the records listed above, in that order.